{
  "formula": "C9H12N3O",
  "method": "ωB97M-V/def2-TZVPD",
  "homo_lumo_gap_ev": [6.49, 6.49],
  "charge": 1,
  "de_lowest_kcal_mol": 132.61,
  "homo_energy_ev": [-11.89, -11.89],
  "mol_weight_g_mol": 178.22,
  "elements": ["C", "C", "N", "H", "C", "N", "H", "C", "C", "H", "H", "H", "N", "C", "H", "H", "H", "C", "C", "H", "H", "O", "H", "H", "C"],
  "xyz": [[-5.35336, 0.05956, 0.17845], [1.61352, -0.18433, -0.10476], [-3.89530, -1.48332, -0.25772], [2.22285, 2.95583, 0.71928], [-4.15140, 0.65829, 0.26744], [-1.86729, -0.33483, 0.00866], [4.07303, -2.52469, -0.18713], [0.69700, -1.12236, 0.07411], [3.07822, -2.10889, -0.10478], [-1.51258, 0.58689, 0.22947], [-6.35008, 0.43549, 0.31371], [1.49212, 0.91194, -0.16408], [1.73976, 2.71333, -0.14010], [0.69822, -2.45558, 0.18300], [3.73850, -0.07097, -0.34630], [0.89112, 3.26952, -0.18807], [-3.61785, -2.43695, -0.41231], [-3.16495, -0.37279, -0.00090], [2.00566, -2.96173, 0.08830], [2.33322, 2.99059, -0.91501], [2.14332, -4.02974, 0.16773], [-5.24832, -1.24077, -0.12722], [-3.93907, 1.68057, 0.50102], [-0.15534, -3.09257, 0.32317], [2.90575, -0.74119, -0.19862]]
}